No. 1
The following is a quantum chemistry calculation of a molecular structure, C33H59B3Cl2NO4 in a non-equilibrium geometry, from the Open Molecules 2025 dataset.

CARTESIAN COORDINATES (ANGSTROEM)
Cl: -0.808 -4.880 -4.207
Cl: -3.516 -6.332 -3.471
O: -1.712 -0.138 -1.759
O: -0.762 -2.234 -2.188
O: -5.382 0.624 5.013
O: -2.589 -1.544 -3.489
N: -7.012 -0.163 6.431
C: 4.276 2.222 1.175
C: -2.045 3.852 1.289
C: 3.355 -2.407 0.383
C: -2.666 4.254 2.458
C: 1.975 0.176 -4.234
C: -5.824 0.754 6.098
C: -5.382 1.652 7.195
C: 3.599 0.704 -2.343
C: -0.239 0.571 -5.422
C: 4.117 -0.296 1.645
C: 4.998 1.234 -2.661
C: -0.856 1.395 -4.294
C: -1.457 -0.484 1.179
C: -2.849 0.154 1.198
C: -2.814 1.594 1.642
C: 5.250 2.723 -2.411
C: 2.509 1.252 -3.281
C: 3.445 -4.507 1.834
C: -4.373 -4.004 -2.349
C: 1.281 0.716 -5.502
C: 4.505 -1.686 1.095
C: -6.529 -1.513 6.917
C: -2.121 2.532 0.890
C: 5.542 3.118 -0.958
C: -2.100 -4.072 -3.400
C: -2.320 0.967 -4.000
C: -3.453 2.011 2.797
C: -1.374 -1.729 0.272
C: -3.246 -4.672 -3.078
C: 4.909 0.840 0.982
C: -3.374 3.336 3.198
C: 3.474 -3.931 0.403
C: 4.291 3.158 -0.046
B: -2.225 -0.265 -3.050
B: -1.801 -2.585 -3.033
B: -1.261 -1.344 -1.238
H: -2.881 1.790 -3.561
H: -4.476 -2.963 -2.648
H: 1.537 1.758 -5.695
H: -3.441 -0.402 1.930
H: -7.507 -0.302 5.546
H: 1.613 0.109 -6.346
H: 5.065 0.596 -0.066
H: -7.401 -2.129 7.118
H: -0.783 2.462 -4.500
H: -2.598 5.284 2.780
H: -2.245 -2.374 0.429
H: -0.717 0.230 0.814
H: 3.403 3.006 -0.661
H: -5.925 -1.952 6.129
H: 4.300 -0.268 2.719
H: -6.164 2.376 7.434
H: 2.800 -5.378 1.906
H: 5.906 0.848 1.432
H: 1.248 -0.440 -3.696
H: 3.379 -2.095 -0.666
H: 3.073 -3.745 2.523
H: -0.706 0.870 -6.365
H: -4.010 1.308 3.402
H: 3.059 -0.126 1.434
H: 2.380 -2.104 0.771
H: 5.148 1.054 -3.732
H: -4.198 -4.029 -1.271
H: 4.894 -2.295 1.913
H: -5.156 1.076 8.096
H: 2.813 -0.455 -4.530
H: -7.632 0.253 7.127
H: 4.448 -4.759 2.174
H: 3.340 0.872 -1.298
H: 5.322 -1.576 0.379
H: -3.878 3.644 4.106
H: 3.629 -0.381 -2.474
H: -0.488 -0.485 -5.279
H: -4.488 2.175 6.869
H: 2.931 2.049 -3.897
H: -5.307 -4.522 -2.544
H: 6.115 2.999 -3.017
H: 2.627 -4.343 -0.147
H: -3.329 0.063 0.225
H: -0.274 1.191 -3.392
H: -1.644 2.204 -0.026
H: -1.484 4.558 0.693
H: 4.397 -4.220 -0.099
H: -0.485 -2.304 0.539
H: 4.205 4.176 0.337
H: 5.754 0.629 -2.156
H: 4.398 3.319 -2.747
H: -2.786 0.651 -4.935
H: 4.706 2.733 2.037
H: -1.155 -0.742 2.194
H: 5.921 4.142 -1.000
H: 1.698 1.702 -2.707
H: -5.954 -1.370 7.826
H: 3.224 2.062 1.436
H: 6.347 2.513 -0.541

The LUMO energy is -0.1463 Eh. Its total charge is +1. The frontier orbital gap is 0.23846 hartree.

---

No. 2
The following is a quantum chemistry calculation of a molecular structure, C33H59Br26F6N4O3S in a non-equilibrium geometry, from the Open Molecules 2025 dataset.

CARTESIAN COORDINATES (ANGSTROEM)
Br: 2.556 -2.939 -7.082
Br: 7.173 -4.487 0.936
Br: 4.758 3.721 2.555
Br: -6.193 1.692 -5.640
Br: 2.396 -3.974 10.441
Br: 3.263 1.968 7.320
Br: 5.221 -1.797 9.477
Br: -0.490 1.869 -1.331
Br: 0.718 -4.919 0.543
Br: 0.901 6.295 5.123
Br: -1.531 0.186 -4.797
Br: -0.466 3.669 -5.292
Br: 2.182 -0.980 5.338
Br: 2.247 -3.120 -3.429
Br: 5.399 -7.158 -0.908
Br: -4.255 4.773 -5.245
Br: 1.595 3.007 0.757
Br: 4.287 5.289 6.148
Br: -6.067 5.565 -1.777
Br: -3.884 2.445 2.131
Br: -3.225 6.543 0.417
Br: -8.253 -7.605 0.306
Br: -8.214 -3.919 0.043
Br: -3.889 2.234 -2.491
Br: 3.871 -0.201 -5.027
Br: -4.974 -1.047 1.717
S: 3.748 -2.495 0.168
F: -4.862 -5.201 -1.683
F: 5.613 -1.456 1.481
F: -4.200 -3.716 -0.243
F: 3.755 -0.414 1.830
F: -2.817 -5.216 -0.943
F: 4.872 -0.107 -0.037
O: 4.491 -2.840 -0.973
O: -2.012 -3.566 -2.667
O: 3.586 -3.443 1.193
N: 0.762 -0.321 -0.665
N: 2.168 -1.851 -0.323
N: 1.061 -2.468 -0.801
N: 1.962 -0.577 -0.256
C: -6.014 4.504 -6.046
C: 4.802 -1.376 -6.273
C: -5.951 6.936 -0.397
C: 4.530 -0.946 0.909
C: 3.290 4.914 2.104
C: 3.967 -1.667 -7.491
C: -6.767 -5.156 0.436
C: 6.945 -6.098 -1.432
C: -6.872 -6.420 -0.374
C: 2.523 -2.034 10.425
C: 4.316 0.697 6.291
C: -6.026 0.542 2.112
C: -1.484 3.506 -1.654
C: -1.202 -1.608 -1.462
C: 0.586 2.107 -4.801
C: 0.806 -3.893 -1.079
C: 0.185 -1.488 -0.989
C: -4.618 7.634 -0.394
C: 3.305 -1.536 9.240
C: 3.624 0.288 5.020
C: -5.526 1.741 1.354
C: 3.493 7.062 6.071
C: -2.911 3.330 -1.219
C: 1.692 -4.505 -2.183
C: -6.815 3.496 -5.266
C: -3.399 -3.490 -2.476
C: 1.957 4.230 2.233
C: 2.054 7.039 6.507
C: 0.132 0.877 -5.537
C: -1.371 -2.308 -2.828
C: 7.867 -5.845 -0.269
C: 2.835 -5.410 -1.741
C: -3.830 -4.423 -1.336
H: 1.021 -5.134 -2.753
H: 3.266 -5.131 -0.789
H: -4.665 8.533 0.216
H: -3.744 -2.490 -2.217
H: 8.820 -5.459 -0.621
H: 4.321 -0.229 4.365
H: 4.087 7.677 6.743
H: 0.506 1.999 -3.723
H: -7.109 -6.227 -1.415
H: -6.743 7.643 -0.633
H: -6.170 6.451 0.548
H: -4.278 7.889 -1.392
H: -7.042 0.300 1.808
H: -6.734 3.649 -4.194
H: -6.490 5.481 -6.026
H: -5.307 1.515 0.314
H: 3.488 5.284 1.104
H: -6.797 -5.342 1.505
H: 3.187 1.133 4.495
H: 5.710 -0.845 -6.549
H: 8.033 -6.734 0.329
H: -5.856 4.199 -7.075
H: 0.859 0.075 -5.426
H: -3.947 -3.797 -3.365
H: -6.244 2.556 1.403
H: 3.486 -0.782 -7.891
H: 3.352 5.734 2.817
H: -0.211 -3.912 -1.438
H: -1.929 -1.674 -3.508
H: -1.604 -0.602 -1.509
H: -1.397 3.739 -2.713
H: -3.430 4.285 -1.195
H: 1.152 4.960 2.202
H: 1.897 6.443 7.399
H: -0.048 1.061 -6.591
H: -5.856 -4.620 0.187
H: 1.689 8.049 6.674
H: -5.992 0.679 3.187
H: 7.455 -6.686 -2.191
H: 2.497 -6.435 -1.672
H: -5.946 -6.987 -0.310
H: 1.497 -1.676 10.376
H: 1.612 2.351 -5.066
H: 5.244 1.215 6.059
H: 4.528 -0.141 6.948
H: -0.983 4.279 -1.071
H: 3.032 -2.037 8.317
H: 6.564 -5.183 -1.876
H: 2.966 -1.740 11.370
H: -0.414 -2.525 -3.286
H: 3.176 -0.463 9.124
H: 4.571 -2.133 -8.266
H: 5.060 -2.273 -5.720
H: -7.862 3.509 -5.558
H: 3.635 -5.363 -2.466
H: 1.881 3.646 3.144
H: 3.614 7.421 5.054
H: -1.780 -2.115 -0.690
H: -3.006 2.839 -0.257

The LUMO energy is -0.1495 Eh. Its total charge is +1. The frontier orbital gap is 0.26133 hartree. For the energy above the lowest of the compared OMol25 structures with the same formula, charge and spin, the calculation gives 0.000 eV.

---

No. 3
The following is a quantum chemistry calculation of 6 unconnected molecules or ions with the total composition C33H59N2O13 in a non-equilibrium geometry, from the Open Molecules 2025 dataset.

CARTESIAN COORDINATES (ANGSTROEM)
O: 0.883 -6.249 -1.627
O: -5.707 0.119 -4.382
O: -0.381 -2.157 -1.602
O: 3.781 -1.580 6.705
O: -0.265 4.153 3.093
O: 0.276 5.148 4.979
O: -3.621 0.606 -3.846
O: 0.263 -0.493 -3.038
O: -2.133 6.572 -5.792
O: -3.535 5.308 -4.650
O: 1.818 -2.455 6.196
O: 1.360 -6.609 -3.751
O: 0.288 -4.636 3.087
N: -0.456 -3.424 1.212
N: -0.578 1.915 1.492
C: 1.973 -4.460 -2.729
C: -0.011 7.704 -5.424
C: -2.475 -3.536 -1.229
C: -0.173 0.167 -0.750
C: 0.111 -4.635 0.515
C: 0.697 1.729 1.004
C: -0.073 4.066 4.294
C: -0.074 -0.846 -1.948
C: 0.309 -2.301 3.518
C: 0.336 5.211 6.416
C: 3.587 -4.011 6.385
C: -1.930 -3.560 1.386
C: -2.796 -2.970 0.215
C: 1.674 4.722 6.929
C: -2.314 1.097 -4.174
C: -2.816 6.275 -4.674
C: -4.695 0.707 -4.659
C: -1.517 0.430 -0.219
C: -1.671 -2.549 -2.153
C: -1.677 1.319 0.915
C: 1.339 -5.825 -2.660
C: 5.122 -1.690 7.204
C: -1.412 7.795 -5.994
C: 3.192 -6.173 -5.291
C: -0.136 2.737 5.000
C: 6.111 -1.884 6.073
C: -2.179 2.563 -3.816
C: 0.977 0.848 -0.142
C: 2.984 -2.633 6.447
C: 0.065 -3.548 2.594
C: -2.598 7.110 -3.439
C: -4.629 1.628 -5.847
C: 1.694 -6.149 -5.068
H: -3.476 -3.684 -1.738
H: 5.926 -2.812 5.530
H: -2.067 0.896 -5.218
H: -2.407 2.721 -2.759
H: -2.341 -1.681 -2.412
H: 1.845 3.673 6.679
H: -0.913 2.131 4.530
H: 1.731 4.831 8.013
H: -0.579 -2.198 4.205
H: 1.209 -4.758 0.739
H: 3.432 -5.878 -6.314
H: -0.455 -5.573 0.797
H: -1.163 2.914 -4.013
H: -3.631 1.738 -6.266
H: 2.839 -4.728 6.722
H: 5.334 -0.748 7.710
H: -5.018 2.606 -5.564
H: -1.474 -3.100 -3.123
H: 1.429 -3.793 -2.061
H: -1.352 7.935 -7.074
H: 1.933 -4.004 -3.716
H: -1.614 0.515 -3.576
H: -1.969 8.649 -5.602
H: -3.866 -3.268 0.434
H: 0.549 8.617 -5.636
H: -2.339 8.145 -3.646
H: -2.430 -0.039 -0.664
H: 1.217 -6.843 -5.760
H: -2.193 -4.629 1.658
H: -2.790 -1.847 0.246
H: -2.688 1.505 1.354
H: 0.522 6.856 -5.860
H: -5.250 1.210 -6.639
H: 1.256 -5.168 -5.263
H: 4.452 -4.143 7.032
H: 3.860 -4.236 5.354
H: -1.819 6.650 -2.830
H: 0.563 -1.358 2.968
H: 2.487 5.292 6.476
H: 1.191 -2.560 4.189
H: 6.026 -1.071 5.350
H: 3.713 -5.500 -4.607
H: 0.214 6.263 6.676
H: -2.872 3.181 -4.384
H: -0.402 2.809 6.051
H: 7.132 -1.907 6.458
H: 2.007 0.674 -0.533
H: -3.529 7.133 -2.872
H: 3.587 -7.174 -5.112
H: -0.024 7.549 -4.344
H: -0.506 4.683 6.867
H: -2.194 -2.956 2.311
H: 5.194 -2.471 7.963
H: 0.824 2.230 4.898
H: 0.048 -4.539 -0.596
H: -2.008 -4.554 -1.192
H: 3.010 -4.531 -2.398
H: -0.707 2.552 2.308
H: 1.558 2.236 1.494

The LUMO energy is -0.1510 Eh. Its total charge is +1. The frontier orbital gap is 0.25422 hartree.

---

No. 4
The following is a quantum chemistry calculation of a molecular structure, C33H59N4O3PTi in a non-equilibrium geometry, from the Open Molecules 2025 dataset.

CARTESIAN COORDINATES (ANGSTROEM)
Ti: 1.647 -1.439 -2.623
P: -2.353 2.903 4.741
O: 0.702 -7.953 -2.871
O: 1.159 -1.960 -0.832
O: 1.854 -3.415 -2.856
N: -1.259 -3.303 -4.299
N: -0.385 -0.942 -3.176
N: 1.543 -1.553 -4.913
N: 3.789 -2.003 -3.288
C: -0.423 0.031 -4.361
C: -5.081 2.830 4.214
C: -0.972 5.310 5.659
C: 0.748 -6.753 -2.231
C: 0.822 6.168 4.339
C: -0.585 -2.875 -5.564
C: 0.803 -4.340 -0.870
C: -2.847 0.917 6.642
C: 3.288 1.681 -2.346
C: 0.615 -5.592 -0.177
C: 1.344 -5.674 -2.894
C: 0.958 -2.759 -5.513
C: 3.335 2.680 -1.174
C: 2.610 0.332 -2.000
C: -4.017 5.194 4.321
C: 0.701 5.028 3.482
C: -1.115 2.559 7.233
C: 0.030 6.256 5.428
C: 0.155 -7.944 -4.234
C: 4.696 1.412 -2.931
C: 3.812 -2.314 -4.721
C: 2.920 -1.402 -5.438
C: 0.790 -0.277 -5.283
C: -3.450 3.327 7.389
C: 0.553 -6.766 -0.857
C: -3.847 3.730 3.996
C: -3.563 3.635 2.456
C: 1.303 -4.448 -2.226
C: -1.204 4.320 4.754
C: -0.297 4.110 3.699
C: -0.056 -2.854 0.978
C: 0.610 -3.035 -0.312
C: -2.508 2.427 6.567
H: -2.924 4.507 2.058
H: 0.034 -9.042 -4.539
H: -3.179 2.592 2.186
H: -5.940 3.368 3.785
H: -5.363 2.551 5.206
H: 0.158 7.086 6.141
H: 1.224 4.923 2.531
H: -3.869 0.696 6.260
H: -2.276 -3.257 -4.341
H: -1.091 -3.259 0.945
H: -1.018 -4.227 -3.980
H: 5.179 2.386 -3.316
H: 2.686 2.165 -3.071
H: -3.263 5.871 3.906
H: -4.500 3.047 7.298
H: 1.214 -2.914 -6.603
H: -4.968 5.539 3.810
H: -2.111 0.266 6.030
H: 0.499 -3.337 1.782
H: 3.917 -2.908 -2.727
H: 0.259 -5.522 0.893
H: -0.873 -7.453 -4.242
H: -0.850 -1.882 -3.534
H: -0.856 3.489 7.719
H: -0.176 -1.805 1.241
H: 3.715 2.333 -0.220
H: -1.386 0.050 -4.853
H: 0.526 -0.415 -6.355
H: -2.741 0.639 7.772
H: -4.554 3.754 1.977
H: 1.798 0.526 -1.231
H: -0.357 1.018 -3.931
H: 2.303 3.018 -0.959
H: 1.726 -5.753 -3.905
H: -3.150 3.242 8.414
H: 5.445 1.045 -2.217
H: -0.369 2.319 6.465
H: -1.118 1.814 8.045
H: -1.658 5.443 6.522
H: -3.382 4.390 7.135
H: 4.701 0.658 -3.731
H: 1.629 6.890 4.158
H: -1.040 -1.921 -5.965
H: -0.316 3.346 2.938
H: 0.189 -7.717 -0.439
H: 3.192 -0.383 -5.319
H: 3.898 3.585 -1.408
H: -4.929 1.971 3.562
H: 0.855 -7.481 -4.992
H: 4.579 -1.385 -3.032
H: 1.482 -3.539 -4.949
H: -0.746 -3.558 -6.389
H: 4.836 -2.144 -5.144
H: -0.989 -0.626 -2.425
H: -4.303 5.395 5.393
H: 1.404 0.682 -5.229
H: 3.414 -0.273 -1.521
H: 3.602 -3.336 -4.973
H: 3.002 -1.714 -6.534

The LUMO energy (alpha / beta) is 0.0102 / 0.0097 Eh. Its spin multiplicity is 3. The frontier orbital gap (alpha / beta) is 0.17448 / 0.27219 hartree. For the energy above the lowest of the compared OMol25 structures with the same formula, charge and spin, the calculation gives 1.252 eV.

---

Which formula does entry 1 have? C33H59B3Cl2NO4